[1]
{"formula": "C23H57N2O20S5", "method": "wB97M-V/def2-TZVPD", "symbols": ["C", "C", "O", "N", "N", "C", "O", "C", "O", "C", "C", "O", "C", "C", "O", "H", "H", "H", "H", "H", "H", "H", "H", "H", "H", "H", "H", "H", "H", "H", "H", "H", "O", "S", "O", "O", "C", "C", "C", "H", "H", "H", "H", "H", "H", "H", "H", "O", "S", "O", "O", "C", "C", "C", "H", "H", "H", "H", "H", "H", "H", "H", "O", "S", "O", "O", "C", "C", "C", "H", "H", "H", "H", "H", "H", "H", "H", "O", "S", "O", "O", "C", "C", "C", "H", "H", "H", "H", "H", "H", "H", "H", "O", "S", "O", "O", "C", "C", "C", "H", "H", "H", "H", "H", "H", "H", "H"], "positions_angstrom": [[-0.58, -5.68, 1.12], [-0.33, -4.18, 1.66], [-0.48, -4.02, 2.90], [0.02, -3.07, 0.75], [0.06, -1.84, 1.41], [-1.30, -1.22, 1.68], [-2.06, -0.95, 0.50], [-2.95, -2.04, 0.14], [-3.97, -1.66, -0.79], [-5.27, -2.18, -0.40], [-5.31, -3.80, -0.28], [-5.22, -4.24, 1.12], [1.33, -3.28, 0.06], [1.37, -3.58, -1.50], [2.38, -3.18, 0.72], [-1.64, -5.80, 0.70], [-0.50, -6.41, 2.00], [0.18, -6.00, 0.33], [0.65, -1.85, 2.28], [0.54, -1.17, 0.77], [-1.10, -0.21, 2.18], [-1.83, -1.86, 2.45], [-2.30, -2.83, -0.39], [-3.34, -2.53, 1.09], [-5.98, -1.93, -1.28], [-5.72, -1.67, 0.52], [-6.33, -4.18, -0.65], [-4.49, -4.28, -0.93], [-5.61, -3.54, 1.70], [2.28, -4.24, -1.69], [0.41, -4.02, -1.93], [1.55, -2.58, -2.04], [1.86, -2.91, -4.28], [2.19, -3.22, -5.65], [2.74, -4.50, -6.02], [3.15, -2.05, -6.23], [4.37, -1.76, -5.54], [5.41, -2.84, -5.76], [0.79, -2.91, -6.67], [4.18, -1.61, -4.47], [4.73, -0.81, -5.94], [5.11, -3.79, -5.32], [6.37, -2.55, -5.31], [5.56, -3.01, -6.83], [0.38, -1.93, -6.42], [0.05, -3.68, -6.46], [1.09, -2.95, -7.71], [-3.23, -0.45, 5.50], [-2.59, 0.84, 5.39], [-1.48, 1.06, 4.48], [-2.17, 1.34, 6.86], [-1.32, 0.51, 7.66], [0.12, 0.52, 7.17], [-3.82, 2.07, 5.07], [-1.72, -0.51, 7.70], [-1.35, 0.90, 8.68], [0.20, 0.07, 6.17], [0.76, -0.05, 7.84], [0.49, 1.54, 7.09], [-4.65, 1.93, 5.76], [-4.16, 1.93, 4.04], [-3.37, 3.06, 5.18], [-1.43, 4.56, 4.71], [-0.04, 4.41, 5.05], [0.42, 4.52, 6.41], [0.84, 5.39, 4.12], [0.54, 6.79, 4.13], [1.01, 7.45, 5.41], [0.54, 2.87, 4.40], [-0.53, 6.96, 3.96], [1.07, 7.23, 3.28], [0.46, 7.08, 6.27], [0.87, 8.53, 5.36], [2.07, 7.24, 5.58], [0.23, 2.78, 3.36], [0.10, 2.08, 4.99], [1.63, 2.84, 4.48], [1.55, 9.72, 1.81], [2.94, 9.57, 2.15], [3.40, 9.68, 3.51], [3.81, 10.55, 1.22], [3.51, 11.95, 1.22], [3.98, 12.62, 2.50], [3.52, 8.03, 1.50], [2.44, 12.11, 1.06], [4.04, 12.39, 0.38], [3.43, 12.25, 3.37], [3.83, 13.70, 2.45], [5.04, 12.41, 2.68], [3.21, 7.95, 0.46], [3.09, 7.23, 2.09], [4.61, 8.01, 1.58], [-1.39, -5.74, -6.89], [-1.26, -6.45, -8.13], [-2.21, -6.28, -9.21], [-1.11, -8.03, -7.82], [-2.13, -8.68, -7.06], [-3.39, -8.88, -7.87], [0.36, -6.18, -8.78], [-2.33, -8.12, -6.14], [-1.73, -9.65, -6.76], [-3.86, -7.93, -8.13], [-4.13, -9.46, -7.30], [-3.17, -9.40, -8.81], [1.09, -6.34, -7.99], [0.40, -5.15, -9.14], [0.53, -6.86, -9.62]], "homo_energy_ev": -12.19, "homo_lumo_gap_ev": 8.832, "molar_mass_g_mol": 842.038, "e_tot_ev": -122869.294, "charge": 1}



[2]
{"formula": "C23H58N5O", "method": "wB97M-V/def2-TZVPD", "symbols": ["N", "C", "C", "C", "N", "C", "C", "O", "H", "H", "H", "H", "H", "H", "H", "H", "H", "H", "H", "H", "H", "C", "C", "N", "C", "C", "C", "C", "H", "H", "H", "H", "H", "H", "H", "H", "H", "H", "H", "H", "H", "H", "H", "C", "C", "N", "C", "C", "C", "C", "H", "H", "H", "H", "H", "H", "H", "H", "H", "H", "H", "H", "H", "H", "H", "C", "C", "N", "C", "C", "C", "C", "H", "H", "H", "H", "H", "H", "H", "H", "H", "H", "H", "H", "H", "H", "H"], "positions_angstrom": [[0.94, 0.21, 1.38], [-0.10, 1.20, 1.63], [-1.24, 1.05, 0.61], [-2.18, 2.24, 0.55], [-3.18, 2.30, 1.70], [-3.87, 1.03, 2.07], [-4.66, 0.46, 0.92], [-4.81, 1.07, -0.10], [1.85, 0.64, 1.24], [1.03, -0.46, 2.13], [-0.49, 1.10, 2.66], [0.31, 2.22, 1.55], [-0.78, 0.96, -0.38], [-1.77, 0.11, 0.78], [-1.61, 3.17, 0.62], [-2.75, 2.27, -0.38], [-3.90, 2.99, 1.46], [-2.70, 2.66, 2.52], [-3.16, 0.32, 2.49], [-4.58, 1.27, 2.88], [-5.12, -0.52, 1.11], [4.06, -2.26, 1.47], [3.95, -1.54, 0.13], [4.93, -0.48, -0.02], [4.64, 0.41, -1.14], [4.67, -0.18, -2.55], [6.32, -0.89, 0.13], [6.84, -2.01, -0.77], [4.05, -1.55, 2.29], [3.22, -2.95, 1.59], [4.97, -2.86, 1.54], [2.96, -1.07, 0.07], [3.98, -2.28, -0.68], [5.34, 1.25, -1.08], [3.65, 0.84, -0.96], [5.68, -0.40, -2.88], [4.24, 0.53, -3.26], [4.09, -1.10, -2.61], [6.47, -1.18, 1.17], [6.94, 0.00, -0.01], [6.15, -2.86, -0.79], [7.79, -2.37, -0.39], [7.00, -1.69, -1.80], [3.09, -6.50, -5.70], [3.87, -5.45, -6.48], [3.40, -4.09, -6.23], [3.91, -3.12, -7.18], [5.41, -2.85, -7.21], [3.39, -3.68, -4.84], [4.71, -3.76, -4.05], [2.02, -6.39, -5.87], [3.39, -7.50, -6.03], [3.27, -6.44, -4.63], [3.74, -5.64, -7.55], [4.94, -5.58, -6.27], [3.38, -2.18, -7.00], [3.60, -3.45, -8.17], [5.75, -2.28, -6.34], [5.66, -2.26, -8.09], [5.99, -3.77, -7.25], [2.65, -4.29, -4.31], [3.01, -2.66, -4.80], [5.21, -4.72, -4.19], [4.50, -3.66, -2.98], [5.40, -2.97, -4.33], [-7.00, 5.43, 7.24], [-6.82, 5.31, 5.74], [-6.51, 3.96, 5.31], [-6.03, 3.88, 3.95], [-6.99, 4.24, 2.80], [-7.45, 2.93, 5.72], [-8.92, 3.10, 5.31], [-6.14, 5.02, 7.77], [-7.11, 6.48, 7.52], [-7.90, 4.91, 7.59], [-5.99, 5.95, 5.43], [-7.72, 5.72, 5.24], [-5.67, 2.85, 3.79], [-5.15, 4.53, 3.88], [-7.76, 3.49, 2.66], [-6.43, 4.33, 1.86], [-7.47, 5.20, 2.98], [-7.40, 2.85, 6.81], [-7.08, 1.97, 5.35], [-9.28, 4.10, 5.52], [-9.54, 2.40, 5.88], [-9.09, 2.89, 4.26]], "homo_energy_ev": -9.30, "homo_lumo_gap_ev": 6.187, "molar_mass_g_mol": 420.751, "e_tot_ev": -34281.980, "charge": 1}



[3]
{"formula": "C23H59BCrF10N6O10S2", "method": "wB97M-V/def2-TZVPD", "symbols": ["Cr", "B", "F", "F", "F", "F", "C", "F", "F", "F", "S", "O", "O", "N", "S", "O", "O", "C", "F", "F", "F", "C", "C", "C", "O", "C", "N", "H", "H", "H", "H", "H", "H", "H", "H", "H", "H", "H", "C", "C", "C", "O", "C", "N", "H", "H", "H", "H", "H", "H", "H", "H", "H", "H", "H", "C", "C", "C", "O", "C", "N", "H", "H", "H", "H", "H", "H", "H", "H", "H", "H", "H", "C", "C", "C", "O", "C", "N", "H", "H", "H", "H", "H", "H", "H", "H", "H", "H", "H", "C", "C", "C", "O", "C", "N", "H", "H", "H", "H", "H", "H", "H", "H", "H", "H", "H", "C", "O", "H", "H", "H", "H"], "positions_angstrom": [[-11.14, 7.05, 15.41], [-13.24, 6.87, 12.90], [-12.74, 6.75, 11.63], [-12.05, 7.39, 13.72], [-14.23, 7.77, 13.09], [-13.54, 5.60, 13.41], [-12.53, 11.05, 14.60], [-13.26, 10.15, 13.97], [-12.34, 12.11, 13.87], [-13.12, 11.38, 15.73], [-10.83, 10.27, 14.83], [-10.57, 9.67, 13.56], [-9.93, 11.27, 15.27], [-10.97, 8.93, 15.93], [-10.84, 9.53, 17.44], [-11.23, 10.87, 17.62], [-11.48, 8.57, 18.31], [-9.01, 9.52, 17.84], [-8.75, 8.37, 18.48], [-8.29, 9.52, 16.72], [-8.70, 10.54, 18.59], [-9.69, 5.88, 9.97], [-9.44, 7.37, 10.24], [-10.06, 8.23, 9.16], [-9.75, 9.60, 9.26], [-8.38, 9.93, 9.15], [-10.05, 7.71, 11.56], [-9.33, 5.34, 10.85], [-9.18, 5.51, 9.09], [-10.76, 5.69, 9.86], [-8.36, 7.50, 10.25], [-11.15, 8.19, 9.24], [-9.80, 7.88, 8.15], [-8.34, 11.01, 9.32], [-8.02, 9.66, 8.15], [-7.75, 9.43, 9.89], [-11.03, 7.46, 11.39], [-10.10, 8.73, 11.62], [-13.69, 4.54, 9.38], [-13.15, 3.13, 9.28], [-12.40, 2.77, 10.57], [-12.15, 1.44, 10.82], [-11.40, 0.79, 9.80], [-14.25, 2.22, 8.99], [-14.39, 4.76, 8.56], [-12.87, 5.26, 9.37], [-14.37, 4.75, 10.22], [-12.52, 3.14, 8.38], [-13.03, 3.12, 11.39], [-11.49, 3.40, 10.65], [-10.90, -0.07, 10.23], [-10.60, 1.45, 9.44], [-12.05, 0.47, 8.98], [-15.01, 2.28, 9.66], [-13.96, 1.26, 8.89], [-14.32, 8.58, 16.88], [-13.81, 7.19, 17.22], [-14.95, 6.27, 17.64], [-14.48, 4.92, 17.44], [-15.10, 3.97, 18.27], [-13.07, 6.57, 16.03], [-13.79, 9.33, 17.47], [-15.39, 8.66, 17.09], [-14.15, 8.85, 15.84], [-13.10, 7.27, 18.04], [-15.80, 6.39, 16.95], [-15.23, 6.45, 18.67], [-14.90, 4.14, 19.33], [-14.74, 2.97, 18.01], [-16.19, 3.93, 18.12], [-13.78, 6.68, 15.30], [-13.24, 5.58, 16.28], [-8.26, 4.93, 15.05], [-9.08, 5.62, 13.94], [-10.38, 4.92, 13.63], [-11.15, 5.02, 14.88], [-11.52, 3.75, 15.44], [-9.40, 7.04, 14.29], [-8.77, 4.08, 15.51], [-7.96, 5.63, 15.84], [-7.32, 4.56, 14.65], [-8.48, 5.60, 13.03], [-10.20, 3.91, 13.29], [-10.96, 5.42, 12.86], [-12.37, 3.87, 16.11], [-10.70, 3.36, 16.04], [-11.79, 3.05, 14.65], [-8.49, 7.43, 14.56], [-9.47, 7.53, 13.35], [-13.50, 9.91, 10.31], [-14.68, 10.89, 10.28], [-15.60, 10.57, 11.44], [-16.73, 11.42, 11.41], [-17.47, 11.35, 12.60], [-14.14, 12.25, 10.29], [-12.99, 10.01, 11.27], [-12.83, 10.12, 9.47], [-13.86, 8.89, 10.16], [-15.18, 10.69, 9.33], [-15.05, 10.79, 12.37], [-15.91, 9.52, 11.47], [-16.80, 11.58, 13.45], [-17.87, 10.34, 12.76], [-18.25, 12.09, 12.58], [-14.91, 12.91, 10.28], [-13.65, 12.40, 11.16], [-15.73, 3.48, 12.62], [-16.15, 4.84, 12.49], [-14.98, 3.28, 11.85], [-15.22, 3.39, 13.58], [-16.60, 2.84, 12.53], [-15.44, 5.41, 12.81]], "homo_energy_ev": [-10.82, -10.82], "homo_lumo_gap_ev": [4.563, 5.894], "multiplicity": 4, "molar_mass_g_mol": 896.679, "e_tot_ev": -132163.757, "charge": 1, "s2": 3.77}



[4]
{"formula": "C23H59Cl2N3O8", "method": "wB97M-V/def2-TZVPD", "symbols": ["Cl", "C", "C", "Cl", "H", "H", "H", "H", "C", "C", "C", "O", "H", "H", "H", "H", "H", "H", "H", "H", "C", "C", "C", "O", "H", "H", "H", "H", "H", "H", "H", "H", "C", "C", "C", "O", "H", "H", "H", "H", "H", "H", "H", "H", "C", "C", "C", "O", "H", "H", "H", "H", "H", "H", "H", "H", "C", "C", "C", "O", "H", "H", "H", "H", "H", "H", "H", "H", "O", "C", "N", "C", "H", "H", "H", "H", "H", "O", "C", "N", "C", "H", "H", "H", "H", "H", "O", "C", "N", "C", "H", "H", "H", "H", "H"], "positions_angstrom": [[2.11, -0.98, 1.99], [0.97, -1.08, 0.59], [0.29, 0.31, 0.33], [1.59, 1.53, -0.05], [0.18, -1.80, 0.79], [1.65, -1.37, -0.20], [-0.32, 0.75, 1.11], [-0.22, 0.12, -0.62], [-4.09, 2.73, 1.79], [-3.10, 1.70, 2.18], [-1.63, 2.17, 1.87], [-3.13, 1.64, 3.57], [-3.67, 3.18, 0.89], [-4.24, 3.53, 2.50], [-5.05, 2.21, 1.70], [-3.32, 0.73, 1.74], [-1.34, 3.13, 2.30], [-1.39, 2.32, 0.82], [-0.88, 1.47, 2.22], [-3.21, 2.59, 3.71], [0.86, 5.01, -0.29], [0.80, 3.51, -0.58], [-0.17, 3.15, -1.69], [2.06, 3.12, -1.14], [-0.14, 5.42, -0.42], [1.52, 5.51, -0.99], [1.24, 5.24, 0.71], [0.60, 2.97, 0.34], [-0.12, 2.06, -1.75], [0.00, 3.47, -2.71], [-1.22, 3.36, -1.52], [2.19, 3.56, -1.99], [-1.65, -2.49, 1.72], [-2.30, -1.70, 0.60], [-3.85, -1.50, 0.86], [-1.80, -0.41, 0.29], [-2.14, -3.44, 1.90], [-1.80, -1.84, 2.58], [-0.60, -2.29, 1.50], [-2.19, -2.24, -0.34], [-4.18, -2.49, 1.18], [-4.47, -1.17, 0.03], [-3.96, -0.73, 1.63], [-1.97, 0.17, 1.04], [0.26, -4.60, 3.00], [1.54, -4.27, 2.18], [1.48, -4.00, 0.67], [2.08, -3.11, 2.76], [-0.53, -5.04, 2.39], [-0.13, -3.72, 3.52], [0.55, -5.24, 3.83], [2.07, -5.20, 2.35], [2.45, -3.60, 0.39], [0.76, -3.19, 0.60], [1.35, -4.95, 0.16], [1.48, -2.42, 2.47], [1.44, -2.50, -2.00], [-0.04, -2.98, -1.74], [-0.23, -4.43, -2.04], [-0.36, -2.78, -0.35], [2.13, -2.81, -1.22], [1.58, -1.45, -2.28], [1.86, -2.97, -2.89], [-0.64, -2.42, -2.45], [0.29, -4.79, -2.93], [-1.27, -4.67, -2.25], [0.16, -4.95, -1.16], [-1.32, -2.87, -0.28], [4.59, 3.40, 2.74], [3.47, 3.27, 2.28], [2.93, 4.25, 1.53], [2.77, 1.96, 2.23], [3.63, 4.94, 1.32], [2.24, 4.11, 0.81], [1.69, 2.08, 2.12], [3.03, 1.30, 3.06], [3.04, 1.59, 1.24], [-2.92, 0.35, -3.41], [-1.70, 0.23, -3.12], [-0.81, 0.52, -4.06], [-1.27, -0.24, -1.83], [-1.12, 1.04, -4.87], [0.14, 0.20, -3.94], [-0.31, -0.74, -1.95], [-2.00, -0.85, -1.29], [-1.11, 0.55, -1.10], [1.02, -0.24, -2.91], [1.68, 0.77, -2.80], [1.27, 1.83, -3.56], [2.98, 0.76, -2.12], [0.51, 1.68, -4.20], [1.60, 2.74, -3.28], [3.45, 1.72, -2.30], [3.50, -0.14, -2.45], [2.83, 0.74, -1.04]], "homo_energy_ev": -8.52, "homo_lumo_gap_ev": 8.578, "molar_mass_g_mol": 576.644, "e_tot_ev": -70681.370}